{
  "formula": "C40H35As2Cl2N3O11W",
  "method": "ωB97M-V with the def2-TZVPD basis set",
  "species": ["W", "C", "O", "C", "C", "C", "C", "C", "C", "N", "N", "C", "C", "O", "C", "C", "C", "C", "C", "C", "C", "C", "H", "H", "H", "H", "H", "H", "H", "H", "H", "H", "H", "H", "H", "Cl", "C", "C", "C", "Cl", "C", "C", "C", "C", "N", "C", "C", "O", "H", "H", "H", "H", "C", "O", "C", "O", "C", "C", "As", "C", "C", "C", "As", "C", "C", "O", "O", "C", "C", "O", "O", "C", "C", "O", "O", "C", "H", "H", "H", "H", "H", "H", "H", "H", "H", "H", "H", "H", "H", "H", "H", "H", "H", "H"],
  "xyz": [[0.9168, 0.6948, 0.2422], [2.6186, -2.7858, -0.0982], [1.4708, -2.1412, 0.4685], [0.8852, -2.7125, 1.5534], [1.1120, -4.0153, 1.9767], [0.4700, -4.4867, 3.1127], [-0.3779, -3.6609, 3.8380], [-0.5922, -2.3592, 3.4225], [0.0244, -1.8807, 2.2673], [-0.1981, -0.5299, 1.7981], [-1.2332, -0.0212, 2.3294], [-1.6196, 1.2706, 2.1824], [-0.6868, 2.3000, 1.9539], [0.5747, 1.9812, 1.6940], [-1.0484, 3.6502, 2.1256], [-2.3376, 3.9589, 2.4389], [-3.3284, 2.9616, 2.6673], [-4.6429, 3.3197, 3.0273], [-5.5652, 2.3526, 3.3280], [-5.1945, 1.0001, 3.2891], [-3.9234, 0.6243, 2.9241], [-2.9690, 1.6000, 2.5943], [2.3368, -3.7099, -0.6032], [3.3569, -2.9974, 0.6764], [3.0310, -2.0885, -0.8199], [1.7763, -4.6653, 1.4268], [0.6463, -5.5034, 3.4370], [-0.8587, -4.0230, 4.7356], [-1.2252, -1.7014, 3.9984], [-0.2869, 4.4093, 2.0118], [-2.6242, 4.9984, 2.5473], [-4.9079, 4.3684, 3.0737], [-6.5720, 2.6276, 3.6098], [-5.9194, 0.2418, 3.5544], [-3.6511, -0.4217, 2.9054], [3.9729, 4.0455, -1.6855], [4.3806, 2.8987, -0.4820], [5.7032, 2.8219, 0.0091], [6.0352, 1.9271, 0.9870], [7.6446, 1.8715, 1.5870], [5.0575, 1.0466, 1.5306], [5.2601, 0.1493, 2.5947], [4.1999, -0.5820, 3.0647], [2.9479, -0.4695, 2.4517], [2.7299, 0.3188, 1.4097], [3.7667, 1.1149, 0.9869], [3.4259, 2.0500, 0.0104], [2.1421, 2.0300, -0.3781], [6.4494, 3.4945, -0.3906], [6.2382, 0.0687, 3.0500], [4.3077, -1.2476, 3.9087], [2.1135, -1.0365, 2.8300], [-0.7763, -4.3528, -1.0504], [-1.7922, -3.8837, -1.9395], [-1.7111, -2.6898, -2.5193], [-2.5482, -2.3424, -3.3087], [-0.6544, -1.7116, -2.0981], [0.2754, -1.2113, -3.0449], [-0.5840, -0.4258, -4.7069], [0.8999, 0.3679, -5.6882], [-0.9512, 0.9377, -3.2292], [-2.0030, 0.5949, -2.4218], [-1.3735, -0.3588, -0.8743], [-2.7778, -1.2408, 0.1152], [-3.3209, 0.2819, -3.0565], [-3.5494, 0.5423, -4.2042], [-4.2063, -0.2076, -2.1873], [-5.4814, -0.5594, -2.7709], [0.1366, 1.7290, -2.6683], [1.1240, 2.1648, -3.1658], [-0.1083, 2.0698, -1.2527], [-0.5549, 3.4419, -1.0769], [1.4554, -0.6538, -2.5387], [1.6740, -0.3672, -1.2786], [2.4339, -0.4214, -3.3716], [3.5819, 0.3499, -2.9575], [-1.2170, -4.4730, -0.0620], [0.0573, -3.6548, -1.0068], [-0.4380, -5.3173, -1.4218], [1.4667, -0.4537, -6.1261], [1.5504, 1.0186, -5.1180], [0.4285, 0.9286, -6.4962], [-3.4539, -0.4957, 0.5240], [-2.3434, -1.8478, 0.9066], [-3.3176, -1.8588, -0.5979], [-6.0833, -0.9364, -1.9509], [-5.3337, -1.3240, -3.5296], [-5.9401, 0.3195, -3.2166], [0.2155, 3.9959, -0.5444], [-1.4937, 3.4257, -0.5291], [-0.7035, 3.8777, -2.0614], [4.2098, 0.4034, -3.8399], [4.1064, -0.1639, -2.1534], [3.2691, 1.3451, -2.6547]],
  "spin_multiplicity": 3,
  "charge": 2,
  "e_above_lowest_kj_mol": 369.55,
  "lumo_ha": [-0.2723, -0.2602],
  "homo_energy_ev": [-12.909, -13.230],
  "s2": 2.04,
  "orbital_gap_ev": [5.499, 6.150],
  "total_energy_ev": -217570.16286
}

{
  "formula": "C40H35ClN6O2Sn",
  "method": "ωB97M-V with the def2-TZVPD basis set",
  "species": ["Sn", "O", "C", "N", "C", "C", "C", "C", "C", "C", "N", "C", "O", "C", "C", "C", "C", "C", "N", "C", "C", "C", "C", "C", "N", "H", "H", "H", "H", "H", "H", "H", "H", "H", "H", "H", "H", "C", "C", "C", "C", "C", "C", "C", "C", "C", "C", "N", "C", "C", "C", "C", "C", "N", "H", "H", "H", "H", "H", "H", "H", "H", "H", "H", "H", "H", "H", "H", "H", "H", "H", "Cl", "C", "C", "C", "C", "C", "C", "C", "H", "H", "H", "H", "H", "H"],
  "xyz": [[-0.5373, 0.6880, 1.1398], [-3.5968, -2.2779, 2.1540], [-2.7759, -1.5255, 1.6183], [-2.5002, -0.2427, 1.9365], [-3.3213, 0.5231, 2.7741], [-4.6736, 0.2234, 2.9897], [-5.4985, 1.0688, 3.7182], [-4.9904, 2.2502, 4.2322], [-3.6512, 2.5683, 4.0343], [-2.7845, 1.7157, 3.3338], [-1.4161, 1.9899, 3.0751], [-0.7323, 2.8080, 3.8921], [-1.1266, 3.3929, 4.9195], [0.7348, 3.0889, 3.5503], [1.4855, 3.8542, 4.4465], [2.8081, 4.1319, 4.1505], [3.3520, 3.6550, 2.9627], [2.5318, 2.9143, 2.1294], [1.2635, 2.6386, 2.4227], [-1.8897, -2.0958, 0.4628], [-2.6904, -3.1043, -0.3378], [-3.1000, -2.8412, -1.5888], [-2.7151, -1.6286, -2.2652], [-1.8466, -0.8052, -1.5879], [-1.3638, -1.0067, -0.3579], [-5.0651, -0.6899, 2.5700], [-6.5405, 0.8036, 3.8694], [-5.6254, 2.9271, 4.7943], [-3.2591, 3.4880, 4.4297], [0.9998, 4.2079, 5.3449], [3.4122, 4.7221, 4.8316], [4.3822, 3.8520, 2.6913], [2.8949, 2.5229, 1.1797], [-2.9482, -4.0297, 0.1638], [-3.6953, -3.5781, -2.1213], [-3.0412, -1.4016, -3.2712], [-1.4552, 0.0890, -2.0814], [0.9857, 1.8173, -5.3418], [0.2814, 0.7665, -4.4773], [1.2287, -0.2177, -3.8218], [1.7681, -1.2386, -4.6024], [2.5803, -2.2220, -4.0581], [2.8333, -2.2034, -2.6925], [2.3025, -1.2139, -1.8776], [2.5790, -1.2222, -0.3934], [3.9359, -0.5931, -0.0534], [1.5265, -0.1854, -2.4420], [0.9943, 0.7795, -1.5855], [1.2256, 2.0259, -1.7374], [0.5943, 3.0681, -0.9843], [0.8463, 4.4437, -1.1099], [-0.0399, 5.0893, -0.2408], [-0.7883, 4.0685, 0.3694], [-0.4045, 2.8581, -0.0599], [0.2574, 2.4995, -5.7895], [1.5528, 1.3431, -6.1468], [1.6822, 2.4106, -4.7468], [-0.4068, 0.1986, -5.1064], [-0.3178, 1.2642, -3.7178], [1.5188, -1.2681, -5.6605], [2.9852, -3.0106, -4.6841], [3.4264, -2.9947, -2.2397], [2.5464, -2.2545, -0.0303], [1.7915, -0.6667, 0.1160], [4.7537, -1.1613, -0.5053], [4.0939, -0.5590, 1.0288], [3.9874, 0.4299, -0.4380], [1.9465, 2.3676, -2.4951], [1.5808, 4.8990, -1.7629], [-0.1356, 6.1519, -0.0657], [-1.5647, 4.1680, 1.1200], [2.0807, -7.2237, -1.8659], [1.2693, -5.9417, -0.9787], [0.9090, -4.7777, -1.6359], [0.2681, -3.7685, -0.9323], [-0.0166, -3.9062, 0.4274], [-0.6841, -2.7947, 1.1961], [0.3628, -5.0897, 1.0574], [1.0060, -6.1128, 0.3679], [1.1317, -4.6558, -2.6886], [-0.0038, -2.8486, -1.4423], [-1.0058, -3.1565, 2.1764], [0.0653, -2.0147, 1.3634], [0.1498, -5.2153, 2.1142], [1.2955, -7.0287, 0.8681]],
  "charge": -2,
  "e_above_lowest_kj_mol": 34.15,
  "lumo_ha": 0.1451,
  "homo_energy_ev": -1.026,
  "orbital_gap_ev": 4.975,
  "total_energy_ev": -73440.62698
}

{
  "formula": "C40H35KN3O2P2",
  "method": "ωB97M-V with the def2-TZVPD basis set",
  "species": ["K", "C", "N", "P", "C", "C", "C", "C", "C", "C", "C", "C", "C", "C", "C", "C", "P", "C", "C", "C", "C", "C", "C", "C", "C", "C", "C", "C", "C", "H", "H", "H", "H", "H", "H", "H", "H", "H", "H", "H", "H", "H", "H", "H", "H", "H", "H", "H", "H", "H", "H", "H", "C", "C", "C", "C", "C", "C", "C", "C", "C", "C", "H", "H", "H", "H", "H", "H", "H", "C", "N", "C", "C", "C", "O", "N", "C", "O", "H", "H", "H", "H", "H"],
  "xyz": [[2.3693, 0.3553, 1.2628], [-1.0794, -3.0692, 1.3948], [-1.2145, -1.9618, 0.4147], [-1.0373, -0.4583, 1.3352], [-2.4691, -0.5817, 2.4740], [-3.6880, -1.1785, 2.1536], [-4.7378, -1.1590, 3.0571], [-4.5845, -0.5366, 4.2906], [-3.3737, 0.0507, 4.6206], [-2.3158, 0.0200, 3.7192], [-1.6589, 0.8308, 0.2010], [-0.8169, 1.9234, 0.0333], [-1.1607, 2.9619, -0.8232], [-2.3704, 2.9171, -1.4960], [-3.2354, 1.8440, -1.3095], [-2.8806, 0.8038, -0.4693], [0.1843, -2.1062, -0.6658], [-0.2371, -3.6711, -1.5353], [0.8121, -4.3454, -2.1542], [0.5717, -5.4887, -2.9034], [-0.7198, -5.9802, -3.0260], [-1.7702, -5.3226, -2.3996], [-1.5304, -4.1726, -1.6618], [-0.1566, -0.9592, -2.0426], [-1.3549, -0.9030, -2.7536], [-1.4836, -0.0421, -3.8269], [-0.4147, 0.7698, -4.2006], [0.7805, 0.7173, -3.5061], [0.9112, -0.1531, -2.4284], [-1.9349, -3.0782, 2.0659], [-0.1695, -2.9753, 2.0049], [-1.0467, -4.0227, 0.8711], [-3.8027, -1.6743, 1.1968], [-5.6789, -1.6302, 2.8007], [-5.4069, -0.5191, 4.9951], [-3.2424, 0.5244, 5.5855], [-1.3611, 0.4517, 3.9905], [0.1037, 1.9740, 0.6061], [-0.4823, 3.7944, -0.9557], [-2.6443, 3.7200, -2.1699], [-4.1821, 1.8120, -1.8355], [-3.5499, -0.0392, -0.3488], [1.8225, -3.9637, -2.0543], [1.3949, -5.9991, -3.3871], [-0.9064, -6.8760, -3.6051], [-2.7804, -5.7037, -2.4875], [-2.3494, -3.6591, -1.1713], [-2.1885, -1.5273, -2.4543], [-2.4195, 0.0084, -4.3705], [-0.5227, 1.4525, -5.0352], [1.6107, 1.3556, -3.7834], [1.8507, -0.2001, -1.8853], [3.5039, 3.5812, -3.7531], [3.1510, 3.6710, -2.3874], [3.3820, 2.6108, -1.5536], [3.9645, 1.3927, -2.0064], [4.1410, 0.2992, -1.0819], [4.7005, -0.8269, -1.6633], [5.0644, -0.9286, -3.0299], [4.8751, 0.1216, -3.8841], [4.3145, 1.3240, -3.3856], [4.0765, 2.4370, -4.2339], [3.3273, 4.4224, -4.4141], [2.7030, 4.5799, -2.0031], [3.1243, 2.6856, -0.5015], [4.8753, -1.7161, -1.0556], [5.4870, -1.8553, -3.4103], [5.1387, 0.0503, -4.9345], [4.3547, 2.3615, -5.2810], [-0.2450, 1.6125, 6.9449], [0.2835, 2.0070, 5.6559], [0.1777, 3.2857, 5.1939], [0.6661, 3.6436, 3.9970], [1.3011, 2.6154, 3.1781], [1.7195, 2.8855, 2.0294], [1.4146, 1.3528, 3.6757], [0.9364, 1.0113, 4.8875], [1.0000, -0.1154, 5.3789], [-0.7369, 2.4715, 7.4005], [0.5506, 1.2555, 7.5984], [-0.9614, 0.7981, 6.8321], [-0.3242, 3.9836, 5.8539], [0.5810, 4.6528, 3.6258]],
  "charge": -1,
  "e_above_lowest_kj_mol": 59.89,
  "lumo_ha": 0.0880,
  "homo_energy_ev": -3.912,
  "orbital_gap_ev": 6.308,
  "total_energy_ev": -85519.06913
}